Record 1
{
  "formula": "C22H35BrO2P2Sn",
  "method": "the ωB97M-V functional and the def2-TZVPD basis",
  "homo_ev": -13.60,
  "de_lowest_kcal_mol": 0.0,
  "charge": 2,
  "fmax_ev_per_a": 3.411,
  "species": ["P", "P", "C", "C", "H", "H", "H", "H", "C", "H", "H", "H", "C", "H", "H", "H", "C", "H", "H", "H", "C", "H", "H", "H", "Sn", "C", "C", "C", "C", "C", "C", "C", "C", "C", "H", "H", "H", "H", "H", "H", "H", "H", "H", "H", "H", "H", "H", "H", "H", "Br", "C", "C", "C", "C", "C", "C", "C", "O", "O", "H", "H", "H", "H"],
  "xyz": [[-0.678057, -1.479282, -4.038372], [-1.985368, 1.994730, -4.158609], [-2.125380, -0.761813, -5.027349], [-1.727889, 0.662421, -5.452079], [-3.030036, -0.837339, -4.397168], [-2.287934, -1.407276, -5.898449], [-0.660604, 0.727358, -5.718019], [-2.321545, 0.981522, -6.314811], [-3.220610, 2.981040, -5.087053], [-3.460793, 3.907544, -4.551376], [-4.138216, 2.401611, -5.257178], [-2.764897, 3.229606, -6.059647], [-0.567878, 3.179625, -4.120536], [-0.699684, 3.898669, -4.940840], [0.401668, 2.679136, -4.225500], [-0.590408, 3.708967, -3.160640], [-1.235230, -3.102488, -3.357983], [-0.491568, -3.433496, -2.610717], [-1.221542, -3.827875, -4.185623], [-2.224250, -3.049750, -2.891179], [0.001792, -2.343247, -5.576217], [0.593757, -1.695580, -6.236311], [-0.823794, -2.770949, -6.171803], [0.632122, -3.176690, -5.239800], [-2.194189, 0.439237, -2.189840], [4.229922, 1.708742, -2.475400], [2.940572, 1.855189, -2.111276], [1.856419, 0.898303, -2.477118], [2.266237, -0.588446, -2.329974], [2.542438, -1.257817, -3.660807], [3.066350, -0.688993, -4.754789], [3.932471, 0.525839, -4.759241], [4.755067, 0.685872, -3.453368], [-2.514428, -1.278864, -0.889895], [4.976992, 2.426069, -2.105760], [2.600520, 2.782987, -1.635406], [1.478411, 1.083248, -3.493003], [0.999167, 1.106152, -1.823324], [3.091942, -0.678898, -1.606559], [1.392324, -1.105542, -1.904916], [2.069359, -2.239157, -3.729808], [2.795708, -1.107512, -5.732984], [3.409649, 1.468460, -4.993801], [4.613351, 0.415959, -5.613718], [4.824087, -0.282844, -2.944726], [5.781011, 0.972869, -3.730321], [-1.705562, -1.136808, -0.163182], [-2.471948, -2.297504, -1.247995], [-3.503703, -1.080475, -0.472670], [0.562286, 0.744516, 0.778928], [-0.498708, 1.684237, 2.043957], [0.083727, 2.175437, 3.229453], [-0.735256, 2.500046, 4.331846], [-2.117134, 2.255635, 4.264308], [-2.694828, 1.827979, 3.070414], [-1.911578, 1.666590, 1.922083], [-2.665454, 1.350525, 0.654956], [-3.757605, 0.783620, 0.734445], [-2.085192, 1.727802, -0.472505], [1.168605, 2.278808, 3.315505], [-0.294179, 2.909858, 5.247315], [-2.764596, 2.391653, 5.127735], [-3.757113, 1.593478, 2.988617]],
  "forces_ev_per_a": [[-0.84, -0.85, -1.52], [0.76, 0.36, -2.74], [0.38, -0.40, 0.77], [0.11, 0.13, 0.33], [-0.20, 0.34, -0.41], [-0.22, 0.34, 0.24], [-0.27, -0.21, -0.08], [0.18, 0.00, 0.12], [-0.99, 0.13, 0.90], [-0.02, -0.21, -0.14], [0.21, 0.21, 0.06], [0.11, -0.23, 0.44], [0.04, -0.43, 0.59], [-0.16, -0.28, 0.21], [-0.30, 0.00, 0.11], [0.06, 0.02, -0.18], [-0.13, 0.00, 0.31], [-0.34, 0.14, -0.22], [-0.28, 0.23, 0.47], [0.30, -0.27, -0.29], [1.05, 0.46, -0.23], [-0.11, -0.13, 0.29], [0.16, 0.27, 0.54], [0.01, 0.38, -0.09], [0.52, 0.33, 3.36], [-0.61, 0.69, 0.17], [0.93, 0.81, -0.57], [-0.14, -0.27, -0.02], [-0.01, 0.10, 0.00], [-0.65, 0.06, -0.20], [-0.93, -0.24, 0.06], [0.42, 0.34, -0.02], [0.31, 0.04, 0.03], [-0.42, -0.40, 0.12], [-0.52, -0.18, -0.18], [0.43, -0.46, 0.31], [0.20, -0.19, -0.05], [0.05, -0.05, 0.08], [-0.34, 0.01, -0.14], [0.36, -0.12, 0.07], [0.15, 0.12, -0.31], [0.68, -0.26, 0.36], [-0.13, -0.28, 0.17], [0.03, -0.06, 0.27], [0.20, 0.05, -0.25], [-0.36, -0.12, 0.19], [-0.14, 0.39, -0.11], [0.09, 0.23, -0.55], [0.25, 0.22, 0.09], [0.24, 0.30, 0.07], [-0.89, 0.58, 1.08], [-0.31, -0.26, -0.20], [-0.35, -0.12, -0.58], [0.28, -0.07, -0.13], [0.30, 0.31, -0.04], [0.49, -0.44, -0.16], [-1.38, -1.21, 1.89], [1.41, 0.89, -1.01], [0.28, -0.66, -2.75], [-0.39, -0.20, -0.07], [-0.12, -0.26, -0.44], [0.28, 0.04, -0.09], [0.28, 0.35, 0.07]]
}


Record 2
{
  "formula": "C22H35Cl2N9O12",
  "method": "the ωB97M-V functional and the def2-TZVPD basis",
  "homo_ev": -9.77,
  "fmax_ev_per_a": 2.717,
  "species": ["C", "N", "O", "O", "H", "H", "H", "C", "N", "O", "O", "H", "H", "H", "C", "N", "O", "O", "H", "H", "H", "C", "N", "O", "O", "H", "H", "H", "C", "N", "O", "O", "H", "H", "H", "C", "N", "O", "O", "H", "H", "H", "C", "C", "C", "N", "C", "C", "H", "H", "H", "H", "H", "C", "C", "C", "N", "C", "C", "H", "H", "H", "H", "H", "C", "C", "C", "N", "C", "C", "H", "H", "H", "H", "H", "Cl", "C", "Cl", "H", "H"],
  "xyz": [[1.064229, -1.669570, 4.023980], [1.987152, -1.046535, 5.047081], [1.614110, -1.070363, 6.195292], [3.067057, -0.642140, 4.696688], [0.340263, -0.883332, 3.819154], [0.711768, -2.545923, 4.555991], [1.656937, -1.962417, 3.166999], [0.233407, 0.311714, 0.469654], [-0.176897, 0.133766, -0.959706], [-0.935923, 0.955572, -1.395239], [0.239302, -0.847892, -1.544024], [-0.002350, -0.582708, 1.047506], [-0.375014, 1.101292, 0.889574], [1.312742, 0.419459, 0.487257], [0.360654, -4.555145, -0.606714], [0.199588, -3.848676, 0.690739], [1.012669, -4.099294, 1.547452], [-0.768583, -3.133940, 0.823147], [-0.232521, -4.098389, -1.386433], [0.089157, -5.593401, -0.413263], [1.426435, -4.624469, -0.814249], [-0.386843, -0.296368, -4.822749], [-1.682812, 0.462553, -4.778515], [-1.582254, 1.629698, -4.458062], [-2.714517, -0.174806, -4.702586], [-0.347357, -0.921944, -3.937294], [0.358279, 0.488952, -4.849692], [-0.398633, -0.958529, -5.685756], [3.385737, -1.612747, -0.759974], [3.714441, -0.917653, 0.506210], [4.351248, 0.103266, 0.399204], [3.220658, -1.339578, 1.530261], [2.809777, -0.940152, -1.389901], [2.761031, -2.495022, -0.633086], [4.295055, -1.969559, -1.238398], [-0.616391, 3.995577, 0.215159], [-0.354707, 4.868773, 1.397064], [-1.286485, 5.161506, 2.109405], [0.773279, 5.259704, 1.540488], [0.104218, 3.181753, 0.262375], [-0.334930, 4.592247, -0.647123], [-1.629978, 3.631246, 0.303802], [-3.797866, -3.403040, -0.708190], [-3.007815, -2.916305, -1.724456], [-3.431955, -2.983202, -3.037251], [-4.634117, -3.479310, -3.355366], [-5.352804, -4.008354, -2.362543], [-4.994119, -4.020147, -1.006283], [-3.279607, -3.561686, 0.234627], [-2.018301, -2.504230, -1.555527], [-2.871443, -2.457937, -3.801620], [-6.300671, -4.459479, -2.635193], [-5.609979, -4.530860, -0.282085], [3.714213, 3.836926, -2.614283], [3.539787, 4.072464, -1.256664], [2.703269, 3.239958, -0.542111], [1.979201, 2.234293, -1.072457], [2.241313, 1.958018, -2.358542], [3.069406, 2.728193, -3.148957], [4.291085, 4.511678, -3.230777], [4.087419, 4.837094, -0.722652], [2.537871, 3.411461, 0.511091], [1.843885, 0.991896, -2.657162], [3.257165, 2.418062, -4.169594], [-3.707949, 1.012456, 1.345521], [-3.096557, 1.955956, 2.156339], [-2.022954, 1.527762, 2.945262], [-1.768807, 0.228204, 3.131856], [-2.435080, -0.686853, 2.435048], [-3.441955, -0.323421, 1.524040], [-4.588118, 1.228316, 0.747558], [-3.385942, 2.997873, 2.178836], [-1.598263, 2.308177, 3.567533], [-2.206347, -1.731941, 2.601383], [-3.990664, -1.037735, 0.924810], [4.440849, 3.614200, 2.537494], [3.440635, 2.587318, 3.613664], [1.955776, 2.118154, 2.739155], [3.968998, 1.669233, 3.838576], [3.207446, 3.150279, 4.507206]],
  "forces_ev_per_a": [[0.85, 0.27, 0.67], [0.01, -0.87, -0.19], [-0.42, 0.21, 0.45], [0.53, 0.53, -0.46], [-0.39, -0.35, -0.10], [-0.62, 0.10, -0.24], [0.00, 0.21, -0.09], [-0.05, -0.86, 0.27], [-0.26, 0.16, 1.83], [-0.21, 0.07, -0.78], [0.28, -0.31, -0.59], [-0.14, -0.28, -0.46], [0.41, 0.39, -0.13], [-0.16, 0.53, 0.03], [0.59, -0.68, 0.12], [-0.09, -0.43, -0.33], [0.20, 0.14, 0.21], [-0.21, 0.38, 0.10], [-0.04, 0.09, 0.07], [-0.42, 0.13, -0.04], [-0.04, 0.42, -0.13], [-0.42, 0.06, -0.88], [0.18, -0.31, 2.69], [-0.08, 0.30, -0.92], [-0.04, -0.14, -0.95], [-0.04, 0.31, 0.26], [0.32, -0.34, -0.04], [0.10, 0.22, -0.15], [-0.21, -0.95, -0.78], [-0.90, 0.17, -0.27], [0.40, 0.04, 0.09], [0.20, -0.17, 0.14], [0.36, 0.29, 0.03], [0.02, 0.17, 0.73], [0.16, 0.51, 0.00], [0.56, -0.16, 0.50], [-0.28, -0.17, -0.48], [-0.46, -0.04, 0.37], [0.80, 0.25, 0.16], [-0.07, -0.02, 0.05], [-0.48, -0.02, -0.18], [-0.12, 0.15, -0.43], [1.08, -1.27, 0.66], [0.69, 0.34, -0.67], [-1.06, 0.72, 0.37], [0.18, -0.36, 0.15], [-0.29, 0.02, 0.29], [0.10, 0.31, -1.11], [-0.55, 0.50, 0.33], [-0.12, 0.05, 0.35], [0.00, -0.39, -0.25], [0.00, 0.02, -0.20], [-0.02, 0.10, 0.10], [-0.55, -0.03, 0.36], [0.42, -0.12, -0.21], [-1.08, -0.29, 0.09], [1.21, 0.45, -0.21], [0.03, -0.31, 0.98], [0.31, -0.14, -0.57], [0.20, -0.15, -0.02], [-0.10, 0.14, -0.11], [0.06, 0.10, 0.02], [-0.25, 0.29, -0.62], [-0.10, 0.12, -0.04], [-1.41, 0.16, 0.58], [0.92, -0.20, -0.40], [-2.01, 0.03, 0.17], [1.03, 0.10, 0.13], [-0.86, 0.64, -0.54], [1.06, -0.45, 0.03], [0.31, 0.44, -0.21], [0.05, 0.03, -0.21], [0.71, -0.47, 0.15], [0.15, 0.01, 0.15], [0.13, -0.23, 0.17], [-0.04, -0.23, 0.48], [0.12, 0.00, -0.72], [-0.02, 0.00, 0.48], [0.09, 0.03, -0.03], [-0.21, 0.05, -0.07]]
}


Record 3
{
  "formula": "C22H35F17O6Si",
  "method": "the ωB97M-V functional and the def2-TZVPD basis",
  "homo_ev": -9.07,
  "fmax_ev_per_a": 0.458,
  "species": ["F", "C", "F", "F", "C", "F", "F", "C", "F", "F", "C", "F", "F", "C", "F", "F", "C", "F", "F", "C", "F", "F", "C", "F", "F", "C", "C", "Si", "H", "H", "H", "H", "H", "H", "H", "C", "O", "C", "C", "O", "C", "C", "O", "C", "H", "H", "H", "H", "H", "H", "H", "H", "H", "H", "H", "H", "H", "H", "C", "O", "C", "C", "O", "C", "C", "O", "C", "H", "H", "H", "H", "H", "H", "H", "H", "H", "H", "H", "H", "H", "H"],
  "xyz": [[0.157889, -1.076071, -0.750241], [0.314380, -0.017513, -1.532655], [0.468150, 1.050609, -0.758348], [1.402108, -0.184983, -2.267469], [-0.942507, 0.117819, -2.433438], [-2.013617, 0.096746, -1.620951], [-0.980731, -0.978728, -3.223879], [-0.941409, 1.405629, -3.353737], [-1.169695, 1.038061, -4.629194], [0.291714, 1.959479, -3.292024], [-1.956893, 2.547228, -2.992076], [-1.939426, 2.756116, -1.655532], [-1.496821, 3.665549, -3.593164], [-3.415877, 2.303997, -3.525569], [-3.414533, 2.618825, -4.839244], [-3.749927, 0.990247, -3.426802], [-4.514904, 3.204218, -2.849909], [-5.525225, 3.324164, -3.744875], [-3.969384, 4.425649, -2.683621], [-5.119718, 2.707436, -1.476307], [-5.141245, 3.769265, -0.642050], [-4.315919, 1.765290, -0.929610], [-6.558561, 2.120118, -1.539441], [-6.843049, 1.782083, -0.239035], [-7.392834, 3.151176, -1.866482], [-6.773503, 0.922979, -2.457684], [-6.579100, -0.439633, -1.757881], [-8.193613, -1.199708, -1.127847], [-7.793942, 1.035907, -2.835564], [-6.130522, 0.998620, -3.330435], [-6.172091, -1.131405, -2.500943], [-5.837424, -0.369764, -0.963182], [-8.471750, -2.487877, -1.800301], [-9.308874, -0.280617, -1.448975], [-8.194877, -1.438162, 0.329951], [0.865202, -6.287898, 5.132402], [1.501105, -6.440771, 3.882673], [0.814108, -7.236111, 2.938283], [0.642222, -6.557817, 1.594360], [-0.185705, -5.411301, 1.583630], [0.290727, -4.198027, 2.133004], [1.339991, -3.471029, 1.318964], [2.570997, -4.163054, 1.242637], [3.091048, -4.345118, -0.055473], [1.142267, -7.095054, 5.818401], [1.194650, -5.341232, 5.561725], [-0.223772, -6.261482, 5.032524], [-0.168064, -7.534745, 3.319940], [1.393886, -8.151618, 2.762227], [0.114550, -7.276942, 0.961791], [1.609033, -6.363920, 1.125203], [0.614168, -4.321023, 3.168722], [-0.585901, -3.544186, 2.145673], [1.515969, -2.504967, 1.810609], [0.946719, -3.265279, 0.319403], [2.296305, -4.461689, -0.798282], [3.694571, -5.253563, -0.051736], [3.731449, -3.505620, -0.345669], [6.460019, 5.714405, 2.875630], [6.222127, 5.115952, 1.620729], [6.985567, 3.960938, 1.337940], [6.146085, 2.781434, 0.891067], [5.264017, 2.249607, 1.860148], [4.086723, 2.956040, 2.199696], [2.986071, 2.942586, 1.160197], [3.318798, 3.653519, -0.016186], [3.140720, 2.952383, -1.226855], [7.278715, 6.439274, 2.819201], [5.552371, 6.240713, 3.172712], [6.693916, 4.969747, 3.641961], [7.586449, 3.668018, 2.205448], [7.677699, 4.189903, 0.517097], [6.851532, 1.969365, 0.694808], [5.633299, 2.997394, -0.048632], [4.304214, 3.975049, 2.526339], [3.689703, 2.417700, 3.064775], [2.105487, 3.414367, 1.615693], [2.720363, 1.905575, 0.926920], [3.310714, 1.878864, -1.102959], [3.866394, 3.332688, -1.947228], [2.137223, 3.114174, -1.631000]],
  "forces_ev_per_a": [[-0.05, -0.28, 0.12], [-0.13, 0.13, -0.03], [-0.09, 0.20, 0.09], [0.25, -0.10, -0.15], [-0.03, -0.15, -0.24], [0.02, 0.05, -0.13], [-0.03, 0.38, 0.25], [0.03, 0.01, -0.02], [0.05, 0.07, 0.28], [-0.27, -0.11, -0.06], [0.07, 0.16, 0.02], [-0.05, -0.11, -0.44], [-0.15, -0.32, 0.18], [-0.02, -0.03, -0.18], [0.03, -0.10, 0.39], [0.13, 0.41, 0.04], [-0.06, 0.04, -0.04], [0.25, -0.05, 0.19], [-0.11, -0.27, -0.04], [-0.01, 0.24, 0.14], [0.04, -0.31, -0.20], [0.01, 0.08, -0.12], [-0.07, 0.09, 0.17], [-0.06, 0.14, -0.42], [0.24, -0.34, 0.07], [-0.18, 0.03, 0.14], [-0.04, -0.03, -0.34], [-0.09, 0.04, 0.15], [0.06, -0.02, 0.05], [0.07, 0.11, 0.06], [0.02, 0.00, 0.10], [-0.01, -0.02, 0.00], [0.07, 0.00, -0.02], [0.01, 0.02, 0.00], [0.07, 0.02, 0.01], [0.08, -0.05, 0.01], [-0.07, 0.24, -0.09], [0.02, -0.17, 0.03], [0.09, -0.08, -0.13], [-0.18, 0.00, -0.07], [-0.03, 0.08, 0.17], [0.10, 0.19, 0.01], [-0.12, -0.27, 0.02], [0.06, 0.06, 0.05], [-0.06, -0.03, 0.01], [0.04, -0.03, -0.01], [-0.01, 0.01, -0.01], [-0.01, 0.07, 0.04], [-0.07, -0.05, 0.01], [0.05, -0.02, -0.03], [0.04, 0.10, 0.17], [0.16, -0.10, -0.08], [0.00, 0.01, 0.04], [-0.07, 0.05, -0.06], [0.01, -0.09, -0.05], [-0.01, -0.01, 0.00], [0.02, 0.03, 0.03], [-0.04, 0.02, -0.06], [0.03, 0.06, -0.07], [-0.23, -0.12, 0.07], [0.16, 0.05, -0.05], [0.02, -0.05, -0.17], [0.04, -0.15, 0.08], [-0.05, 0.10, 0.16], [-0.20, 0.01, -0.01], [0.27, -0.06, 0.03], [-0.02, 0.11, -0.03], [0.04, -0.03, 0.05], [0.02, 0.02, -0.04], [0.00, -0.02, 0.00], [-0.06, 0.02, 0.06], [0.07, -0.04, 0.04], [0.00, 0.00, -0.06], [-0.07, 0.16, 0.10], [0.04, 0.04, -0.19], [0.00, 0.04, 0.03], [-0.03, -0.07, 0.02], [0.06, 0.00, -0.05], [0.00, -0.02, 0.00], [-0.02, 0.04, 0.02], [-0.04, -0.07, 0.00]]
}


Number 1: Kohn-Sham gap 4.69 eV. Number 2: Kohn-Sham gap 9.38 eV. Number 3: Kohn-Sham gap 9.62 eV.